146
Properties=species:S:1:pos:R:3:mulliken_charge:R:1 method="wB97M-V/def2-TZVPD" max_force_ev_per_a=5.3 smiles="CC[C@@H](C)c1cc(CCO[Si](C)(C)C)c2c(c1C)C(=O)N(C[C@@H](C)I)C2=O.CN(C)P(=O)(N(C)C)N(C)C.CN(C)P(=O)(N(C)C)N(C)C.CN(C)P(=O)(N(C)C)N(C)C" homo_lumo_gap_ha=0.3028
C -3.11 0.60 4.39 -1.192
C -3.41 2.11 4.51 -1.476
C -3.24 2.90 3.20 0.902
C -1.74 3.13 2.98 -2.127
C -3.90 2.29 1.97 -0.245
C -3.17 2.27 0.77 0.246
C -3.66 1.78 -0.43 0.054
C -2.87 1.81 -1.72 -0.186
C -1.37 1.69 -1.54 -0.339
O -0.64 1.93 -2.73 -0.569
Si -0.64 0.72 -3.88 0.703
C -0.51 -1.00 -3.16 -1.153
C -2.21 0.75 -4.94 -1.136
C 0.78 0.94 -5.07 -0.929
C -4.93 1.26 -0.42 0.040
C -5.69 1.25 0.76 0.141
C -5.21 1.77 1.94 1.516
C -6.11 1.78 3.15 -2.120
C -7.01 0.61 0.43 -0.174
O -8.06 0.61 1.02 -0.618
N -6.79 -0.06 -0.81 0.542
C -6.59 -1.50 -0.76 -0.605
C -7.66 -2.30 -1.54 -0.460
C -8.96 -1.53 -1.73 -1.345
I -6.93 -2.87 -3.49 0.026
C -5.78 0.67 -1.51 -0.620
O -5.70 0.80 -2.69 -0.540
H -2.25 0.37 5.00 0.418
H -3.93 0.06 4.86 0.434
H -2.97 0.27 3.36 0.418
H -2.71 2.55 5.23 0.667
H -4.39 2.29 4.93 0.455
H -3.69 3.89 3.35 0.476
H -1.27 2.21 2.63 0.308
H -1.25 3.38 3.92 0.575
H -1.54 3.95 2.29 0.484
H -2.18 2.68 0.74 0.358
H -3.07 2.78 -2.20 0.117
H -3.28 1.05 -2.38 0.213
H -1.05 2.47 -0.84 0.023
H -1.08 0.75 -1.05 0.352
H -0.30 -1.73 -3.94 0.389
H -1.46 -1.29 -2.72 0.360
H 0.24 -1.09 -2.37 0.333
H -2.93 0.05 -4.53 0.311
H -2.67 1.74 -4.83 0.298
H -1.99 0.55 -5.98 0.410
H 0.62 0.27 -5.91 0.251
H 0.83 1.94 -5.49 0.390
H 1.73 0.66 -4.60 0.078
H -6.13 2.77 3.60 0.331
H -5.71 1.10 3.91 0.239
H -7.11 1.42 2.90 0.509
H -5.62 -1.76 -1.18 0.433
H -6.59 -1.85 0.28 0.431
H -7.88 -3.23 -1.01 0.477
H -8.84 -0.68 -2.39 0.345
H -9.71 -2.18 -2.18 0.488
H -9.33 -1.21 -0.76 0.306
C 3.18 -1.26 -9.92 -0.947
N 4.26 -0.34 -9.59 0.169
C 4.16 0.86 -10.40 -1.184
P 4.57 0.04 -7.94 0.698
O 3.26 0.69 -7.57 -0.897
N 4.50 -1.27 -6.86 0.270
C 4.44 -2.65 -7.29 -1.056
C 3.79 -1.00 -5.62 -1.072
N 6.31 -0.09 -8.13 0.096
C 7.04 1.03 -7.51 -0.991
C 6.95 -0.46 -9.39 -0.912
H 3.14 -1.39 -11.01 0.368
H 2.20 -0.92 -9.58 0.269
H 3.37 -2.25 -9.52 0.259
H 5.00 1.53 -10.19 0.348
H 3.23 1.42 -10.21 0.324
H 4.21 0.61 -11.46 0.350
H 3.41 -2.96 -7.52 0.362
H 4.81 -3.31 -6.50 0.337
H 5.06 -2.83 -8.16 0.260
H 2.71 -1.05 -5.73 0.265
H 4.05 -0.02 -5.22 0.317
H 4.10 -1.74 -4.87 0.415
H 6.94 1.96 -8.08 0.329
H 8.10 0.79 -7.42 0.363
H 6.66 1.21 -6.50 0.299
H 6.91 0.31 -10.16 0.300
H 6.53 -1.38 -9.79 0.250
H 8.01 -0.66 -9.17 0.400
C 3.40 1.34 1.16 -0.951
N 3.22 2.77 1.36 0.218
C 2.28 3.31 0.38 -1.463
P 2.87 3.37 2.94 0.581
O 1.54 2.77 3.24 -0.679
N 3.82 2.64 4.16 0.232
C 5.01 1.86 3.91 -1.085
C 3.11 2.16 5.34 -1.022
N 3.96 4.74 2.82 0.129
C 3.35 5.99 3.31 -0.976
C 4.77 5.01 1.64 -0.900
H 3.62 1.16 0.10 0.370
H 2.52 0.75 1.44 0.253
H 4.26 0.97 1.71 0.257
H 2.18 4.39 0.51 0.325
H 1.28 2.87 0.48 0.493
H 2.65 3.13 -0.63 0.380
H 4.78 0.82 3.68 0.370
H 5.66 1.87 4.80 0.348
H 5.61 2.28 3.10 0.255
H 2.66 1.17 5.18 0.296
H 2.32 2.84 5.62 0.289
H 3.80 2.10 6.18 0.367
H 2.60 6.38 2.63 0.308
H 4.12 6.75 3.47 0.370
H 2.87 5.81 4.28 0.303
H 4.20 5.36 0.78 0.297
H 5.34 4.14 1.35 0.253
H 5.49 5.79 1.92 0.401
C -2.38 -2.54 6.28 -0.739
N -1.21 -3.16 5.68 0.219
C -0.47 -2.19 4.87 -1.178
P -0.14 -4.07 6.67 0.544
O 0.43 -3.06 7.61 -0.884
N -0.93 -5.11 7.77 0.269
C -2.33 -5.46 7.69 -1.046
C -0.47 -5.08 9.15 -0.976
N 0.06 -5.36 5.50 0.162
C 1.46 -5.78 5.33 -0.967
C -0.62 -5.38 4.21 -0.913
H -2.94 -2.00 5.52 0.147
H -2.12 -1.82 7.08 0.316
H -3.06 -3.28 6.69 0.235
H 0.38 -2.67 4.38 0.377
H -0.09 -1.35 5.47 0.383
H -1.12 -1.79 4.09 0.184
H -2.97 -4.70 8.17 0.372
H -2.51 -6.41 8.20 0.361
H -2.66 -5.59 6.66 0.234
H -0.90 -4.24 9.72 0.283
H 0.61 -4.99 9.20 0.309
H -0.74 -6.01 9.64 0.356
H 2.05 -5.04 4.78 0.322
H 1.52 -6.73 4.81 0.357
H 1.93 -5.91 6.31 0.295
H -0.23 -4.64 3.49 0.304
H -1.69 -5.22 4.32 0.250
H -0.48 -6.37 3.78 0.401